This record from the OMol25 dataset describes C22H17Br2F5IMoN3O4 as an isolated structure. The level of theory is wB97M-V/def2-TZVPD.

Structure (XYZ):
```
55
Properties=species:S:1:pos:R:3:forces:R:3:mulliken_charge:R:1
Mo -0.074 -0.902 0.679 -0.0095 -0.1990 0.1102 0.304
Br 4.013 -1.593 -1.986 0.0327 0.0191 0.0110 -0.084
C 3.822 -0.429 -0.537 -0.0242 -0.0632 -0.0453 -0.285
C 4.905 0.386 -0.131 -0.0225 -0.0039 0.0042 -0.341
C 4.777 1.248 0.919 0.0242 0.0085 -0.0109 -0.069
Br 6.243 2.310 1.420 -0.0054 -0.0049 0.0013 -0.149
C 3.548 1.353 1.634 -0.0184 -0.0048 0.0201 0.206
C 3.296 2.203 2.728 0.0021 -0.0104 -0.0180 -0.591
C 2.057 2.205 3.318 0.0111 0.0201 0.0198 -1.013
C 1.059 1.360 2.824 -0.0388 -0.0388 -0.0013 -0.468
N 1.259 0.544 1.804 0.0650 0.0430 -0.0050 0.409
C 2.489 0.533 1.213 -0.0339 -0.0084 0.0094 0.718
C 2.636 -0.357 0.132 -0.0368 -0.0193 0.0342 0.717
O 1.541 -1.112 -0.191 0.1500 0.0441 0.0388 -0.475
H 5.841 0.316 -0.667 -0.0023 -0.0074 -0.0075 0.473
H 4.082 2.850 3.095 0.0061 -0.0052 -0.0070 0.384
H 1.842 2.848 4.159 -0.0083 -0.0038 -0.0016 0.443
H 0.072 1.346 3.271 0.0049 0.0111 0.0017 0.453
N -0.371 -4.001 3.461 -0.0066 0.0179 -0.0201 -0.264
C -0.787 -2.842 3.008 -0.1327 -0.0973 -0.0423 0.545
O -0.032 -2.133 2.302 0.1801 0.0368 0.0660 -0.728
C -2.169 -2.376 3.396 -0.0244 0.0983 -0.0587 -1.012
I -2.787 -0.747 2.175 0.0904 -0.0627 0.0416 0.202
H 0.546 -4.338 3.196 -0.0042 0.0025 -0.0063 0.300
H -0.947 -4.586 4.046 -0.0009 0.0069 0.0108 0.245
H -2.162 -2.021 4.425 0.0177 -0.0137 0.0068 0.499
H -2.903 -3.171 3.295 0.0131 -0.0092 -0.0121 0.514
F -2.757 -1.044 -1.383 0.0092 0.0023 -0.0219 -0.370
C -2.125 -2.242 -1.338 -0.0019 0.0281 0.0019 0.593
C -1.018 -2.412 -0.518 0.0042 -0.0977 0.0310 0.821
C -0.475 -3.691 -0.540 -0.0351 -0.0142 0.0294 0.346
F 0.593 -3.973 0.244 -0.0207 0.0750 -0.0080 -0.428
C -0.970 -4.730 -1.307 0.0168 0.0313 -0.0015 -0.031
F -0.413 -5.932 -1.272 0.0201 -0.0197 0.0046 -0.268
C -2.069 -4.497 -2.118 -0.0295 -0.0571 -0.0310 0.850
F -2.564 -5.469 -2.863 0.0121 0.0177 0.0076 -0.272
C -2.654 -3.241 -2.134 -0.0313 0.0328 -0.0017 -0.172
F -3.712 -3.010 -2.904 0.0180 0.0001 0.0183 -0.274
O 0.733 1.430 -1.572 -0.0147 -0.0382 0.0230 -0.708
C -0.430 1.324 -1.245 0.0005 0.0405 0.0318 0.313
O -0.902 0.613 -0.259 -0.1166 0.2409 -0.2055 -0.571
C -1.514 2.073 -2.005 -0.0822 -0.0483 0.0087 -0.077
N -0.843 2.744 -3.182 0.0108 0.0044 0.0392 0.009
C -1.097 4.233 -3.080 -0.0373 0.0537 0.0189 -0.602
C -2.372 4.311 -2.258 -0.0045 -0.0153 0.0128 -0.689
C -2.171 3.212 -1.213 -0.0002 0.0265 -0.0123 -0.716
H -2.250 1.358 -2.372 0.0169 0.0210 -0.0288 0.420
H -1.193 2.375 -4.064 0.0039 -0.0086 0.0035 0.396
H 0.159 2.506 -3.105 0.0019 0.0108 -0.0239 0.320
H -1.156 4.660 -4.077 0.0069 -0.0193 -0.0112 0.390
H -0.251 4.668 -2.551 0.0167 -0.0237 -0.0093 0.292
H -3.245 4.103 -2.879 0.0045 -0.0015 -0.0060 0.321
H -2.503 5.295 -1.815 0.0005 0.0070 -0.0064 0.393
H -3.098 2.883 -0.752 -0.0009 0.0021 -0.0030 0.378
H -1.501 3.559 -0.424 0.0033 -0.0070 0.0001 0.403
```
Positions in Å, forces in eV/Å.

The calculation puts the HOMO-LUMO gap (alpha / beta) at 6.749 / 7.126 eV. As for the total charge: +2. Its multiplicity is 3. As for the expectation value of S²: 2.022.


This record from the OMol25 dataset describes C22H17Br2FeIN7O2S as an isolated structure. The level of theory is wB97M-V/def2-TZVPD.

Structure (XYZ):
```
53
Properties=species:S:1:pos:R:3:forces:R:3:mulliken_charge:R:1
Fe 0.644 0.287 -0.831 0.1811 0.5207 -0.4290 -0.552
N 1.602 4.113 -2.378 0.0063 0.0638 0.0847 -0.398
C 1.423 3.005 -1.654 -0.0630 -0.0247 0.1231 0.848
S 1.688 1.470 -2.429 0.3084 -0.0713 -0.3264 -0.496
N 1.093 3.129 -0.387 0.1500 0.3393 -0.1076 -1.584
N 0.952 1.921 0.189 0.1350 -0.2764 0.1548 1.474
C 0.994 1.800 1.467 -0.1303 0.1128 -0.1213 -0.326
C 0.795 0.454 1.977 -0.0991 -0.0635 -0.0922 0.488
C 0.920 0.102 3.310 -0.0379 0.0453 -0.0270 -0.985
C 0.717 -1.220 3.669 -0.0049 0.0001 -0.0169 -0.315
C 0.383 -2.144 2.691 -0.0310 -0.0243 0.0032 -1.026
C 0.271 -1.718 1.379 -0.0744 0.1339 0.0577 -0.101
N 0.475 -0.450 1.024 0.1430 -0.3316 0.3348 0.775
H 1.911 4.058 -3.331 -0.0211 -0.0037 0.0125 0.218
H 1.551 5.007 -1.920 0.0028 0.0204 -0.0227 0.246
H 1.160 2.658 2.107 -0.0004 0.0313 -0.0061 0.477
H 1.174 0.855 4.042 0.0097 0.0028 0.0069 0.511
H 0.813 -1.526 4.702 -0.0010 0.0003 0.0053 0.457
H 0.200 -3.180 2.934 0.0081 -0.0030 0.0040 0.446
H -0.032 -2.391 0.591 0.0373 -0.0401 -0.0338 0.462
C -1.700 -0.721 -1.856 0.0692 0.0178 -0.0439 0.145
C -0.687 -1.770 -2.318 0.1890 0.0494 0.0871 0.292
C -0.890 -2.879 -3.137 -0.0626 -0.0397 0.0642 -1.134
C 0.163 -3.730 -3.397 0.0246 0.0413 0.0240 -0.657
C 1.423 -3.480 -2.828 -0.1738 0.1347 0.0547 0.541
C 2.594 -4.289 -2.990 0.0598 -0.0244 -0.0216 0.010
Br 2.527 -5.828 -4.046 0.0062 0.0529 0.0485 -0.122
C 3.788 -3.952 -2.378 0.1291 -0.0648 0.0225 -0.338
C 3.910 -2.816 -1.592 0.1681 -0.1253 -0.0824 -0.388
Br 5.526 -2.385 -0.787 -0.0127 -0.0226 -0.0147 -0.042
C 2.799 -1.932 -1.389 0.0437 0.3400 0.1461 0.544
O 2.840 -0.886 -0.728 -0.0709 -0.2419 0.0953 -0.513
C 1.545 -2.330 -2.034 -0.1752 -0.1285 -0.2159 0.356
N 0.523 -1.506 -1.824 -0.1914 -0.1241 0.0110 0.444
H -2.610 -0.732 -2.469 0.0866 -0.0428 -0.0907 0.549
H -0.889 0.855 -2.814 -0.0351 0.1952 -0.0082 0.287
H -2.195 -0.238 -0.060 0.0252 0.0274 0.0519 0.262
H -1.871 -3.065 -3.551 -0.0030 -0.0092 0.0063 0.530
H 0.021 -4.594 -4.032 0.0121 -0.0063 0.0000 0.404
H 4.650 -4.590 -2.519 -0.0002 0.0080 0.0047 0.452
O -1.998 -1.079 -0.520 -0.1163 0.0534 -0.0816 -0.534
N -1.027 0.549 -1.858 -0.4947 -0.3229 0.3126 -0.623
I -3.877 5.240 -0.619 -0.0036 -0.0001 0.0043 0.100
C -3.548 3.599 0.613 0.0225 -0.0520 0.0553 -0.525
C -4.215 3.456 1.819 -0.0020 0.0202 -0.0268 -0.020
C -3.946 2.338 2.595 0.0578 0.0025 -0.0083 -0.906
C -3.021 1.418 2.133 -0.0011 0.1136 0.0671 -0.107
N -2.376 1.555 0.974 -0.0913 -0.3605 0.0530 -0.183
C -2.643 2.619 0.225 0.0993 0.1011 -0.1016 -0.011
H -4.930 4.200 2.147 -0.0050 -0.0022 0.0022 0.403
H -4.443 2.184 3.542 -0.0188 0.0139 -0.0030 0.401
H -2.779 0.538 2.720 -0.0218 -0.0210 -0.0304 0.433
H -2.108 2.683 -0.717 -0.0320 -0.0150 0.0140 0.333
```
Positions in Å, forces in eV/Å.

The calculation puts the HOMO-LUMO gap (alpha / beta) at 7.118 / 5.804 eV. As for the total charge: +1. Its multiplicity is 5. As for the expectation value of S²: 6.101. The calculation puts the relative energy (zero: lowest compared OMol25 entry of this formula, charge and spin) at 13.58 kcal per mole.


This record from the OMol25 dataset describes C22H17BrF6O5PtTe as an isolated structure. The level of theory is wB97M-V/def2-TZVPD.

Structure (XYZ):
```
53
Properties=species:S:1:pos:R:3:forces:R:3:mulliken_charge:R:1
Pt -0.626 -0.016 0.790 0.1401 0.0366 -0.1344 2.604
C -2.178 3.030 -1.768 -0.0481 0.0114 0.0278 -1.879
C -1.791 2.377 -0.471 0.0347 -0.1429 0.1699 1.250
O -1.685 1.136 -0.523 0.0131 0.0185 -0.2373 -0.855
C -1.610 3.155 0.732 -0.0266 0.1015 -0.1245 0.668
C -1.526 4.556 0.632 0.0265 0.0013 0.0094 -0.841
C -1.393 5.361 1.734 -0.0270 -0.0483 0.0321 -0.799
C -1.343 4.753 3.003 0.0316 0.0673 -0.0126 -0.368
C -1.422 3.396 3.143 -0.0484 -0.0060 -0.0372 -0.769
C -1.561 2.531 2.016 0.0244 -0.0298 0.0407 0.816
O -1.680 1.270 2.222 -0.0083 0.0189 0.2236 -1.007
H -2.441 2.250 -2.478 -0.0087 -0.0024 0.0058 0.293
H -1.292 3.544 -2.142 0.0078 0.0220 -0.0200 0.373
H -2.998 3.739 -1.646 0.0128 -0.0036 0.0135 0.475
H -1.533 5.007 -0.352 0.0135 -0.0048 -0.0088 0.348
H -1.303 6.434 1.629 0.0115 -0.0017 0.0050 0.369
H -1.215 5.371 3.886 -0.0082 -0.0029 0.0021 0.325
H -1.351 2.919 4.112 -0.0198 -0.0011 0.0053 0.400
Br 6.277 -2.729 0.482 -0.0511 0.0061 -0.0097 -0.293
C 4.427 -2.397 0.117 -0.0125 0.0146 -0.0475 0.107
C 4.033 -2.189 -1.195 -0.0017 -0.0427 0.0123 -0.232
C 2.693 -1.953 -1.447 0.0409 -0.0300 -0.0276 -0.978
C 1.776 -1.916 -0.405 -0.0827 -0.0051 -0.0359 -0.164
C 2.190 -2.096 0.904 -0.0086 -0.1171 0.0012 0.938
C 3.535 -2.357 1.165 0.0096 0.0000 -0.0002 -0.743
C 1.266 -2.051 2.100 0.3705 0.2384 0.0962 0.155
O 1.551 -2.748 3.070 -0.1242 -0.0961 -0.0399 -0.773
O 0.261 -1.246 2.110 -0.2604 -0.0970 0.1430 -0.749
H 4.762 -2.185 -1.993 -0.0100 0.0041 0.0027 0.387
H 2.353 -1.742 -2.451 0.0008 -0.0122 -0.0309 0.389
H 0.738 -1.722 -0.648 0.0218 -0.0091 0.0410 0.425
H 3.850 -2.513 2.186 -0.0033 -0.0080 0.0005 0.531
F -1.012 -5.199 -3.128 -0.0203 -0.0006 0.0184 -0.375
C -1.317 -4.277 -2.169 0.0431 -0.0068 -0.0315 0.590
C -1.054 -4.574 -0.850 -0.0254 0.0078 0.0118 -0.798
C -1.367 -3.626 0.115 0.0128 -0.0162 -0.0125 -0.090
C -1.932 -2.394 -0.225 0.1005 0.0365 0.0588 0.230
C -2.165 -1.350 0.811 -0.1260 -0.0018 0.0311 -1.782
C -2.161 -2.134 -1.579 0.0207 0.0107 -0.0285 0.230
C -1.859 -3.069 -2.557 -0.0187 0.0140 0.0175 -0.721
H -0.595 -5.518 -0.589 0.0008 -0.0038 -0.0033 0.413
H -1.135 -3.825 1.155 -0.0079 -0.0036 0.0031 0.299
H -2.196 -1.791 1.808 -0.0507 0.0257 0.0102 0.457
H -3.083 -0.786 0.627 -0.0163 -0.0507 -0.0207 0.467
H -2.536 -1.159 -1.865 -0.0049 -0.0042 -0.0043 0.205
H -2.014 -2.861 -3.608 0.0051 0.0008 0.0020 0.405
F 2.902 1.706 -2.596 0.1086 0.0759 0.0009 -0.520
Te 1.970 1.500 -0.838 -0.3903 0.4778 0.1355 1.890
F 3.633 0.686 -0.026 -0.0243 -0.0493 -0.0880 -0.564
F 2.868 3.109 -0.325 0.0729 -0.0290 0.1407 -0.476
F 0.606 0.325 -1.941 0.0908 -0.2015 0.1525 -0.617
F 0.730 2.865 -1.505 0.0004 -0.0064 -0.1475 -0.565
O 0.953 1.403 0.769 0.2189 -0.1554 -0.3114 -1.080
```
Positions in Å, forces in eV/Å.

The calculation puts the HOMO-LUMO gap (alpha / beta) at 5.959 / 7.199 eV. As for the total charge: -2. Its multiplicity is 3. As for the expectation value of S²: 2.012. The calculation puts the relative energy (zero: lowest compared OMol25 entry of this formula, charge and spin) at 5.14 kcal per mole.


This record from the OMol25 dataset describes C22H17Cl2F3NO4S3Zn as an isolated structure in a non-equilibrium geometry. The level of theory is wB97M-V/def2-TZVPD.

Structure (XYZ):
```
53
Properties=species:S:1:pos:R:3:forces:R:3:mulliken_charge:R:1
F -1.786 -1.691 -2.848 0.0206 0.8653 -0.6761 -0.223
C -1.535 -0.407 -3.265 -0.6060 0.1237 0.6991 0.628
F -1.776 -0.338 -4.609 -0.0650 -0.4130 0.7796 -0.243
F -2.441 0.396 -2.658 0.5079 -0.6920 -0.7064 -0.203
S 0.128 0.124 -2.842 -0.5939 -0.0820 0.4499 0.013
N -2.194 1.689 1.301 0.6757 0.4944 -0.7397 -0.615
S -1.721 2.772 0.194 0.9285 -1.7387 1.2932 1.232
C -0.386 3.512 1.119 0.3937 0.2803 -0.4319 -0.040
C 0.796 3.860 0.469 0.4218 0.1726 0.4366 -0.461
C 1.890 4.307 1.244 -0.5142 0.1027 0.2511 -0.310
C 1.790 4.307 2.654 0.0967 0.2871 -0.1920 -0.196
C 0.581 3.993 3.266 0.0632 -0.0261 0.0034 -0.585
C -0.528 3.640 2.496 0.5493 0.2368 -0.0071 -0.250
O -1.095 2.221 -0.994 -0.6401 0.6107 0.4475 -0.486
O -2.772 3.737 0.083 -0.3909 0.3129 -0.3985 -0.737
S -1.283 0.462 1.802 -0.4537 -0.3961 -0.9832 1.245
C -2.315 -0.927 1.303 0.1812 -0.1445 0.1012 0.194
C -3.492 -0.604 0.663 -0.6985 -0.4204 -0.3176 -0.112
C -4.361 -1.624 0.259 0.2458 -0.0921 0.0695 -0.657
C -4.024 -2.964 0.449 -0.0288 0.3802 0.0643 -0.509
C -2.796 -3.275 1.038 0.1452 0.0850 0.0795 -0.512
C -1.933 -2.270 1.476 -0.1290 0.4361 -0.0531 -0.539
O -0.045 0.233 1.068 -0.2204 0.5412 0.6523 -0.523
O -1.254 0.496 3.248 0.2857 -0.1219 -0.2208 -0.745
H 0.889 3.778 -0.615 -0.1558 0.0106 0.2800 0.366
H 2.730 4.825 0.744 -0.3358 -0.1802 0.2486 0.285
H 2.660 4.585 3.259 -0.3605 -0.0950 -0.2441 0.394
H 0.483 4.003 4.354 0.1362 0.0540 -0.3423 0.376
H -1.482 3.429 2.964 0.1228 -0.1586 -0.0758 0.439
H -3.713 0.448 0.475 -0.0774 -0.5441 0.1479 0.520
H -5.297 -1.345 -0.208 -0.0426 -0.1037 -0.0631 0.386
H -4.714 -3.758 0.150 0.2747 0.2539 0.0398 0.365
H -2.513 -4.318 1.150 0.0223 0.1050 0.0520 0.345
H -0.962 -2.508 1.920 -0.3735 0.0795 -0.1187 0.409
Cl 4.463 1.883 2.291 0.0924 -0.0185 0.0638 -0.439
Zn 3.609 2.851 0.593 -0.1888 -0.3282 0.0438 0.608
Cl 3.881 3.370 -1.469 0.0551 -0.0112 -0.1339 -0.487
C 3.271 -1.183 -2.370 -0.6982 0.6983 -1.4638 -0.893
C 2.372 -0.851 -3.346 1.1744 -1.1044 0.9919 -0.966
C 1.017 -1.457 -3.040 0.2530 -0.0337 0.6248 0.078
C 1.309 -2.288 -1.774 0.3537 0.1793 0.0021 -0.096
C 2.659 -2.100 -1.429 -0.3009 -0.3409 0.5146 0.578
C 3.227 -2.739 -0.322 0.1889 0.3945 -0.4315 -0.690
C 2.476 -3.647 0.405 -0.5927 -0.1180 -0.0820 -0.447
C 1.140 -3.883 0.045 0.1785 0.3388 -0.1358 -0.680
C 0.553 -3.164 -1.012 -0.4215 -0.1402 -0.0172 0.029
H 4.292 -0.829 -2.286 -0.1354 0.0338 -0.1054 0.468
H 2.494 -0.178 -4.180 0.1940 0.0215 0.0173 0.532
H 0.506 -2.035 -3.817 0.4162 0.0792 -0.0413 0.588
H 4.257 -2.503 -0.055 -0.1748 -0.1505 0.0099 0.380
H 2.904 -4.155 1.270 -0.0768 0.0839 -0.2461 0.365
H 0.554 -4.615 0.606 0.0992 0.3624 -0.1719 0.407
H -0.513 -3.263 -1.217 0.1983 -0.1696 0.0355 0.413
```
Positions in Å, forces in eV/Å.

The calculation puts the HOMO-LUMO gap at 8.314 eV. As for the total charge: -1. The calculation puts the relative energy (zero: lowest compared OMol25 entry of this formula, charge and spin) at 0.00 kcal per mole.